No. 1
ORCA calculation (ωB97M-V/def2-TZVPD) on a single C5H12OS molecule at a distorted geometry.

The geometry in ORCA input format:
```
! wB97M-V def2-TZVPD RIJCOSX def2/J DEFGRID3
* xyz 0 1
S -1.4961 0.4309 0.7432
O 2.0588 0.2750 -1.2982
C 0.5953 -1.2943 0.4892
C 1.4718 -0.1703 1.0505
C 1.9633 0.8854 0.0190
C -2.9297 0.7264 -0.3247
C -0.6808 -0.7991 -0.1850
H 1.1670 -1.8253 -0.2685
H 1.5257 0.8358 -1.8635
H -0.4809 -0.4375 -1.2267
H -2.6419 1.3166 -1.1911
H -1.3373 -1.6104 -0.5092
H 2.9842 1.2012 0.2139
H 1.0003 0.3425 1.8873
H 2.3916 -0.5737 1.4492
H -3.4148 -0.1964 -0.6576
H -3.7223 1.1176 0.3106
H 0.3088 -1.9269 1.3384
H 1.2372 1.7024 0.0233
*
```

Output
SMILES = CSCCCCO
Orbital gap = 0.341 hartree
LUMO energy = 0.031 hartree
Relative energy (zero: lowest compared OMol25 entry of this formula, charge and spin) = 19.8 kcal/mol

***

No. 2
ORCA calculation (ωB97M-V/def2-TZVPD) on a single C5H12OS molecule at a distorted geometry.

The geometry in ORCA input format:
```
! wB97M-V def2-TZVPD RIJCOSX def2/J DEFGRID3
* xyz 0 1
S -1.0223 -1.0629 1.8622
O 0.7803 -1.1943 -2.3337
C 1.4472 -0.6057 -1.1766
C -0.7440 0.5762 -0.6277
C -1.1813 -0.6438 0.1514
C 0.8467 0.7268 -0.7880
C -0.6305 0.5589 2.5851
H 0.3882 0.8677 2.3124
H -1.1972 1.4758 2.4116
H 2.5076 -0.4645 -1.4360
H 1.2234 1.2875 0.0670
H -0.6916 0.5308 3.6907
H -1.0342 0.4925 -1.6660
H -2.2624 -0.4520 -0.0952
H 0.9491 1.3584 -1.6707
H -0.9541 -1.5667 -0.4059
H 1.2664 -2.0228 -2.3982
H -1.0118 1.4787 -0.0982
H 1.3204 -1.3406 -0.3842
*
```

Output
SMILES = CSCCCCO
Orbital gap = 0.337 hartree
LUMO energy = 0.031 hartree
Relative energy (zero: lowest compared OMol25 entry of this formula, charge and spin) = 34.3 kcal/mol

***

No. 3
ORCA calculation (ωB97M-V/def2-TZVPD) on a single C5H12OS molecule at a distorted geometry.

The geometry in ORCA input format:
```
! wB97M-V def2-TZVPD RIJCOSX def2/J DEFGRID3
* xyz 0 1
S -2.0379 0.1584 -0.6138
O -2.2963 1.5628 -0.1511
C -2.3281 -1.0173 0.7341
C 1.0196 1.6170 0.3441
C -0.2656 -0.1906 -1.0477
C 0.7439 0.0689 0.1294
C 2.0020 -0.6483 -0.2643
H 2.7090 -0.1190 -1.0732
H 2.7778 -0.8987 0.6294
H 0.2448 -0.4596 1.0099
H -3.3473 -0.7577 1.1551
H 1.7425 -1.6431 -0.5190
H -1.4965 -0.7810 1.5555
H -2.2604 -2.0980 0.3596
H 1.4339 1.8875 1.4252
H 1.7563 2.0537 -0.4341
H -0.0456 2.1254 0.1965
H -0.0289 0.3411 -2.0613
H -0.3231 -1.2015 -1.3744
*
```

Output
Orbital gap = 0.340 hartree
LUMO energy = 0.028 hartree
Relative energy (zero: lowest compared OMol25 entry of this formula, charge and spin) = 57.8 kcal/mol

***

No. 4
ORCA calculation (ωB97M-V/def2-TZVPD) on 2 unconnected molecules or ions with the total composition C5H12P2S at a distorted geometry.

The geometry in ORCA input format:
```
! wB97M-V def2-TZVPD RIJCOSX def2/J DEFGRID3
* xyz 0 1
S 2.1914 0.8860 1.7766
P 1.2544 -0.0189 0.3673
P -0.3975 -1.3848 0.7153
C -0.7872 0.3609 -1.5298
C 2.4562 -0.7774 -0.7657
C -1.4967 -0.5352 -0.5043
C -0.9693 -0.0192 3.1787
C 0.3872 1.1114 -0.9115
H 0.9861 1.5447 -1.8230
H 3.2748 -1.4281 -0.1717
H 3.1002 0.0069 -1.2758
H -0.3141 -0.2707 -2.3803
H -0.2129 -0.0986 3.8701
H -1.6983 -0.7221 3.3329
H -1.5839 1.1539 -2.0009
H 1.9367 -1.4468 -1.5936
H -2.0043 -1.5447 -0.9125
H -1.3262 0.7802 2.5931
H 0.1746 1.9532 -0.3689
H -2.2053 0.1058 0.0327
*
```

Output
Orbital gap (alpha / beta) = 0.258 / 0.287 hartree
LUMO energy (alpha / beta) = -0.040 / -0.010 hartree
Relative energy (zero: lowest compared OMol25 entry of this formula, charge and spin) = 69.4 kcal/mol

***

No. 5
ORCA calculation (ωB97M-V/def2-TZVPD) on 2 unconnected molecules or ions with the total composition C5H12S at a distorted geometry.

The geometry in ORCA input format:
```
! wB97M-V def2-TZVPD RIJCOSX def2/J DEFGRID3
* xyz 0 1
S -0.1260 -0.2994 -1.4499
C 0.6184 1.3436 1.6829
C -0.7144 -2.0537 -1.2336
C -0.6614 0.4330 1.2139
C 1.8692 0.6671 1.0595
C -1.0562 0.6334 -0.2642
H 1.5331 -0.4036 0.9827
H 0.6182 2.4635 1.3740
H -2.0876 0.9891 -0.6392
H 0.8369 -0.6536 2.8469
H -0.3097 -0.6351 1.3264
H 0.6733 1.3129 2.8233
H 1.9386 1.1662 0.0857
H -1.8495 -2.0546 -1.3295
H -0.5544 -2.5243 -2.1430
H -1.4972 0.4933 1.9355
H -0.5003 -2.4248 -0.2684
H 2.8805 0.9206 1.4542
*
```

Output
Orbital gap = 0.174 hartree
LUMO energy = -0.090 hartree
Relative energy (zero: lowest compared OMol25 entry of this formula, charge and spin) = 178.7 kcal/mol

***

No. 6
ORCA calculation (ωB97M-V/def2-TZVPD) on 2 unconnected molecules or ions with the total composition C5H12S at a distorted geometry.

The geometry in ORCA input format:
```
! wB97M-V def2-TZVPD RIJCOSX def2/J DEFGRID3
* xyz 0 1
S -2.3575 -0.0376 0.5765
C -1.0195 0.4196 -0.3617
C 0.2049 0.9244 0.3292
C -1.2106 0.8956 -1.7789
C 0.4037 -2.2223 -0.7458
C 0.5150 0.6684 1.8459
H 1.4723 0.9784 2.2432
H 1.1495 0.5639 -0.1677
H -1.4861 0.0954 1.5963
H -0.6723 0.2211 -2.4552
H 1.1294 -2.0374 -1.4727
H 0.2030 1.9979 0.1448
H -2.3029 0.9250 -1.9979
H -0.7454 1.8688 -1.5601
H 0.5732 -1.9031 0.2941
H 0.5269 -0.4308 2.1247
H -0.4234 -2.8273 -0.9449
H -0.3278 1.2276 2.4553
*
```

Output
Orbital gap (alpha / beta) = 0.339 / 0.251 hartree
LUMO energy (alpha / beta) = 0.028 / 0.015 hartree
Relative energy (zero: lowest compared OMol25 entry of this formula, charge and spin) = 103.9 kcal/mol

***

No. 7
ORCA calculation (ωB97M-V/def2-TZVPD) on 2 unconnected molecules or ions with the total composition C5H12S at a distorted geometry.

The geometry in ORCA input format:
```
! wB97M-V def2-TZVPD RIJCOSX def2/J DEFGRID3
* xyz 0 1
S 0.8908 0.1785 -0.2231
C -0.1772 -0.9799 0.7561
C -1.1807 -1.7241 -0.1349
C 1.5070 -1.0867 -1.1782
C -1.0294 2.3659 0.1570
C 2.0898 0.6027 0.8624
H -0.1560 2.9604 0.2636
H -1.7914 2.8564 -0.3176
H -0.7057 -2.5362 -0.5496
H 0.5173 -1.8289 1.1094
H 3.0749 0.3427 0.7448
H 1.9584 1.6865 1.1766
H 0.8078 -1.6454 -1.6339
H -1.4806 -1.0497 -0.9554
H -0.6996 -0.3694 1.4312
H 2.4014 -0.9301 -1.6508
H -1.2663 2.0321 1.1239
H -2.0665 -1.9775 0.3980
*
```

Output
Orbital gap (alpha / beta) = 0.254 / 0.232 hartree
LUMO energy (alpha / beta) = -0.008 / -0.028 hartree
Relative energy (zero: lowest compared OMol25 entry of this formula, charge and spin) = 175.1 kcal/mol

***

No. 8
ORCA calculation (ωB97M-V/def2-TZVPD) on a single C5H12S2 molecule at a distorted geometry.

The geometry in ORCA input format:
```
! wB97M-V def2-TZVPD RIJCOSX def2/J DEFGRID3
* xyz 0 1
S -0.4972 -0.2872 0.9895
S -0.4290 -2.1297 0.0613
C -1.4762 -2.2259 -1.4633
C 1.1984 2.3875 1.7482
C 1.3238 0.0201 1.0334
C -2.2573 -1.0532 -1.9787
C 1.7859 1.4347 0.6713
H -3.0196 -1.5125 -2.6292
H -2.5035 -0.4801 -1.0741
H -1.7137 -0.5017 -2.6362
H 0.2291 2.6822 1.3248
H -2.3154 -2.8961 -1.2196
H -0.8043 -2.7003 -2.1665
H 1.7705 -0.8297 0.4253
H 1.8312 3.3770 1.7897
H 1.0511 1.9476 2.7597
H 1.3206 1.5705 -0.3645
H 1.6072 -0.2051 2.0813
H 2.8984 1.4019 0.6477
*
```

Output
SMILES = CCCSSCC
Orbital gap = 0.331 hartree
LUMO energy = 0.031 hartree
Relative energy (zero: lowest compared OMol25 entry of this formula, charge and spin) = 26.5 kcal/mol

***

No. 9
ORCA calculation (ωB97M-V/def2-TZVPD) on a single C5H13BO2S molecule at a distorted geometry.

The geometry in ORCA input format:
```
! wB97M-V def2-TZVPD RIJCOSX def2/J DEFGRID3
* xyz 0 1
S 1.8689 -0.4701 -0.2463
O -4.5740 0.0814 -0.0368
O 2.1763 -1.4336 0.7881
C 3.1873 0.8096 0.0473
C -0.8145 -0.4739 -0.1474
C -2.1936 0.0371 0.3897
C -3.3662 -0.5779 -0.3588
C 0.3121 0.3660 0.4014
B 4.5922 0.1570 -0.4137
H -3.5308 -1.6883 -0.3422
H 3.2304 1.1740 1.1315
H -2.1998 1.0655 0.1065
H -2.5851 -0.1850 1.4661
H 4.7657 -0.1765 -1.5206
H -0.6651 -1.6115 0.1796
H -1.0643 -0.3011 -1.2300
H 3.0691 1.7301 -0.4686
H 0.3642 1.4833 0.0741
H 0.2060 0.2044 1.5579
H -3.0539 -0.2851 -1.4512
H 5.5958 0.5609 0.2575
H -5.3206 -0.4662 -0.1841
*
```

Output
Orbital gap = 0.330 hartree
LUMO energy = -0.002 hartree
Relative energy (zero: lowest compared OMol25 entry of this formula, charge and spin) = 93.8 kcal/mol

***

No. 10
ORCA calculation (ωB97M-V/def2-TZVPD) on 2 unconnected molecules or ions with the total composition C5H13BrSi at a distorted geometry.

The geometry in ORCA input format:
```
! wB97M-V def2-TZVPD RIJCOSX def2/J DEFGRID3
* xyz 0 1
Br 3.4071 0.1173 -0.2277
Si 1.3323 -0.0841 0.6883
C -0.1817 2.1999 0.1992
C 0.2681 -3.2338 0.6380
C -1.4347 0.0848 0.3588
C -0.1604 0.7948 -0.1425
C 0.0216 0.6688 -1.7102
H 0.2083 -0.3780 -2.1318
H -0.0031 -3.2491 -0.4185
H 1.0568 -3.6607 1.0747
H -0.7847 1.2094 -2.1985
H 1.5871 0.0878 2.1453
H -1.4502 0.2615 1.4538
H 0.0713 2.3532 1.2737
H 0.9615 1.1736 -2.1045
H -1.1543 2.6749 -0.0775
H -0.6708 -3.2883 1.2811
H 0.6826 2.5977 -0.3525
H -2.2967 0.6944 0.1118
H -1.4600 -1.0241 0.1392
*
```

Output
Orbital gap (alpha / beta) = 0.312 / 0.271 hartree
LUMO energy (alpha / beta) = -0.010 / 0.001 hartree
Relative energy (zero: lowest compared OMol25 entry of this formula, charge and spin) = 122.4 kcal/mol

***

No. 11
ORCA calculation (ωB97M-V/def2-TZVPD) on 2 unconnected molecules or ions with the total composition C5H13ClNPS at a distorted geometry.

The geometry in ORCA input format:
```
! wB97M-V def2-TZVPD RIJCOSX def2/J DEFGRID3
* xyz 0 1
Cl 3.8984 0.4392 3.0631
S -0.7373 -1.7538 1.6406
P -0.3422 -1.3499 -0.2252
N -1.8913 -0.1462 -0.9099
C 0.6261 1.0759 0.8265
C 2.3476 -0.3654 -0.3873
C 0.8731 0.0736 -0.3422
C -2.0034 0.2316 -2.1150
C -3.0986 -0.3128 -0.1261
H 3.0357 -0.0090 0.3364
H 2.9172 -0.1819 -1.3872
H 3.5140 -0.7372 3.1221
H 2.4298 -1.4685 -0.2645
H -3.1824 -1.3480 -0.0048
H -0.2939 1.6546 0.7062
H 0.7251 0.5324 -1.4324
H -4.0106 0.0830 -0.5736
H -2.9259 0.5016 -2.5084
H -2.7959 0.2037 0.7851
H -1.1514 0.3982 -2.7621
H 0.7153 0.6043 1.7614
H 1.3504 1.8748 0.7974
*
```

Output
Orbital gap = 0.265 hartree
LUMO energy = -0.004 hartree
Relative energy (zero: lowest compared OMol25 entry of this formula, charge and spin) = 56.7 kcal/mol

***

No. 12
ORCA calculation (ωB97M-V/def2-TZVPD) on a molecular structure, C5H13FeNO5 at a distorted geometry.

The geometry in ORCA input format:
```
! wB97M-V def2-TZVPD RIJCOSX def2/J DEFGRID3
* xyz -1 6
Fe -1.0351 -1.1823 -0.4151
O 0.5997 -0.6749 0.9056
O -2.0972 -2.4356 0.7922
O -2.8288 -1.6047 -1.8971
O -1.7265 0.7579 -0.3802
O 0.1027 -1.9591 -1.8717
N 2.4827 0.5443 0.8989
C 1.7079 -0.4983 1.3619
C -3.1389 0.6958 -0.6107
C 2.0540 1.5435 -0.1096
C -3.6867 -0.4248 -1.7600
C 3.7002 0.9504 1.6927
H -1.5623 -3.0046 1.3793
H 3.9977 0.3706 2.5664
H -3.5847 0.3628 0.3266
H -4.7099 -0.7692 -1.6094
H -3.7603 0.0896 -2.7181
H 2.7799 1.7848 -0.8861
H 2.2129 -0.8822 2.2618
H 4.4965 0.9024 0.9499
H -3.6656 1.6497 -0.6361
H 1.0505 -2.0213 -2.1007
H 1.8844 2.5368 0.3060
H 1.0869 1.3126 -0.5562
H 3.6402 1.9558 2.1096
*
```

Output
Orbital gap (alpha / beta) = 0.216 / 0.206 hartree
LUMO energy (alpha / beta) = 0.090 / 0.090 hartree
<S²> = 8.7630